No. 1
25
Properties=species:S:1:pos:R:3:mulliken_charge:R:1 method="wB97M-V/def2-TZVPD" charge=0 energy_ha=-1148.56589 homo_energy_ev=-9.83 smiles="COCc1cccc2c1C(=O)C=C(Cl)C2=O" spin_multiplicity=1 relative_energy_kcal_mol=0.00 orbital_gap_ev=8.43
Cl -4.92 -1.01 0.49 -0.154
O -0.67 -1.67 -2.00 -0.580
O 3.06 -0.63 -0.45 -0.387
O -3.61 1.60 0.81 -0.585
C 1.83 -0.59 -1.15 -0.491
C 3.00 -1.38 0.74 -0.698
C -0.55 0.09 -0.41 0.410
C 0.50 2.36 0.81 -0.612
C -1.19 -1.07 -1.09 0.478
C -2.55 -1.46 -0.64 -0.692
C -0.86 2.12 0.88 -0.778
C -2.85 0.76 0.41 0.331
C 0.83 0.33 -0.47 0.240
C -3.32 -0.62 0.04 0.258
C 1.33 1.46 0.15 -0.541
C -1.38 0.99 0.28 0.315
H 3.70 -0.96 1.46 0.265
H 2.40 1.62 0.13 0.508
H 3.27 -2.42 0.55 0.262
H -2.90 -2.42 -0.99 0.469
H 2.06 -0.19 -2.14 0.310
H 0.93 3.24 1.27 0.412
H 1.42 -1.59 -1.28 0.439
H 2.00 -1.36 1.20 0.323
H -1.52 2.81 1.39 0.498

No. 2
31
Properties=species:S:1:pos:R:3:mulliken_charge:R:1 method="wB97M-V/def2-TZVPD" charge=+2 energy_ha=-1525.20468 homo_energy_ev=-18.02 spin_multiplicity=1 orbital_gap_ev=9.74
S -5.59 0.81 0.27 1.126
F -6.03 -0.45 -0.45 -0.119
F 3.70 -0.80 2.37 -0.202
O 3.63 -2.76 1.35 -0.352
O 5.09 -0.16 -1.56 -0.324
O -5.91 1.96 -0.46 -0.446
O -5.78 0.68 1.65 -0.471
N 5.05 -1.13 0.53 -0.153
N 3.02 -0.22 -0.51 0.004
N -3.86 0.61 0.04 -0.058
C 2.55 0.90 0.05 -0.267
C 1.20 1.12 0.14 -0.459
C 0.84 -0.97 -0.97 -0.476
C -1.16 0.35 -0.26 0.397
C 0.31 0.17 -0.37 0.617
C 4.08 -1.67 1.43 0.618
C 2.20 -1.14 -1.04 -0.230
C -1.79 -0.05 0.93 -0.542
C -3.28 0.99 -1.12 -0.336
C -1.93 0.87 -1.29 -0.525
C -3.14 0.08 1.05 -0.347
C 4.50 -0.47 -0.59 0.003
H -1.20 -0.45 1.74 0.538
H -1.48 1.18 -2.22 0.534
H -3.94 1.39 -1.88 0.518
H 2.63 -2.01 -1.50 0.501
H 5.66 -0.49 1.04 0.334
H 0.83 2.02 0.61 0.552
H 3.27 1.61 0.43 0.488
H 0.19 -1.73 -1.38 0.544
H -3.66 -0.23 1.95 0.533